Record 1
ORCA calculation (wB97M-V/def2-TZVPD) on a single C5H6O molecule.

The geometry in XYZ format:
```
12
Properties=species:S:1:pos:R:3
O -1.889 1.064 -0.516
C -1.691 0.110 0.201
C 1.816 1.246 -0.450
C 0.497 -0.753 0.572
C -0.800 -1.050 -0.170
C 1.238 0.230 0.129
H -1.232 -2.004 0.144
H 2.618 1.112 -1.170
H -2.083 0.082 1.238
H -0.648 -1.047 -1.252
H 1.464 2.257 -0.243
H 0.711 -1.247 1.517
```

Calculated values
Molar mass: 82.10 g mol⁻¹
SMILES string: C=C=CCC=O
Total energy: -269.276852 Eh
LUMO energy: 0.980 eV
Relative energy (zero: lowest compared OMol25 entry of this formula, charge and spin): 182.2 kJ/mol

***

Record 2
ORCA calculation (wB97M-V/def2-TZVPD) on 2 unconnected molecules or ions with the total composition C3H8Se in a non-equilibrium geometry.

The geometry in XYZ format:
```
12
Properties=species:S:1:pos:R:3
Se 4.121 -0.243 0.330
C -1.160 -0.347 0.371
C -1.831 0.930 0.375
C -1.205 -1.215 -0.650
H 4.115 0.368 -1.102
H -0.291 -0.617 1.032
H 5.033 0.715 0.743
H -2.582 0.884 1.277
H -2.543 0.966 -0.519
H -1.832 -1.086 -1.463
H -1.143 1.792 0.350
H -0.682 -2.148 -0.743
```

Calculated values
Molar mass: 123.06 g mol⁻¹
SMILES string: [SeH2].C=CC
Total energy: -2520.454002 Eh
LUMO energy: 0.726 eV
Relative energy (zero: lowest compared OMol25 entry of this formula, charge and spin): 83.3 kJ/mol

***

Record 3
ORCA calculation (wB97M-V/def2-TZVPD) on 2 unconnected molecules or ions with the total composition C6H12O in a non-equilibrium geometry.

The geometry in XYZ format:
```
19
Properties=species:S:1:pos:R:3
O 2.810 -3.167 -1.243
C 0.420 0.427 -0.204
C -1.960 0.789 0.888
C -0.809 2.471 -0.436
C 0.618 -0.997 -0.038
C -0.660 1.118 0.108
C 0.767 -1.588 1.146
H -0.380 3.311 0.237
H 2.081 -2.597 -0.897
H -2.902 1.042 0.222
H 1.046 -1.014 2.064
H 1.204 0.885 -0.870
H -1.883 1.346 1.783
H -1.829 2.946 -0.588
H 0.615 -2.615 1.133
H 0.357 -1.604 -0.845
H -1.957 -0.221 1.152
H 2.727 -3.145 -2.205
H -0.263 2.614 -1.409
```

Calculated values
Molar mass: 100.16 g mol⁻¹
SMILES string: C=CC=C(C)C.O
Total energy: -310.966404 Eh
LUMO energy: 0.892 eV
Relative energy (zero: lowest compared OMol25 entry of this formula, charge and spin): 243.8 kJ/mol